C21H24Br3F3N5O3P | ωB97M-V/def2-TZVPD

SMILES string: CP(O)C1=CC(=O)C(Br)=C(CC[C@@](F)(Br)C(F)(F)Br)C1=O.CC#N.CC#N.CC#N.CC#N.CC#N
HOMO-LUMO gap, eV: 7.1
HOMO energy, eV: -8.453
E_tot, eV: -263321.8927
M, g mol⁻¹: 722.14

Each line ends with the Löwdin charge.
Atoms and positions in Å:
C 2.770785 -0.529380 0.821692  -0.3298
P 3.058560 -2.204017 -0.081380  0.9049
O 2.853328 -1.990008 -1.772238  -0.3603
C 1.740886 -3.387357 0.621612  -0.2732
C 2.207192 -4.276080 1.638181  0.0048
C 1.080376 -5.236814 2.263755  -0.3203
O 1.337358 -6.409674 2.633291  0.0326
C -0.405298 -4.614570 2.348201  -0.4830
Br -1.521863 -5.158215 3.874275  0.7147
C -0.858563 -3.731994 1.331280  -0.1254
C -2.344887 -3.097140 1.302478  -0.1473
C -2.383374 -1.540709 1.680505  -0.1392
C -2.373024 -0.526693 0.452453  -0.6823
F -2.881646 0.731680 0.973839  -0.1548
Br -0.528382 -0.076224 -0.202169  0.8178
C -3.333496 -0.910968 -0.773477  -0.7444
F -4.498320 -1.617925 -0.408018  0.0104
F -2.552191 -1.644465 -1.722684  -0.0521
Br -3.898843 0.794542 -1.628254  0.7787
C 0.220544 -3.442321 0.164957  -0.3049
O -0.150525 -3.240589 -1.008990  0.0332
H 3.742517 -0.256367 1.377271  0.0268
H 2.458140 0.266440 0.066107  0.0219
H 1.981351 -0.705911 1.641450  0.0285
H 3.712655 -1.763749 -2.192896  0.0353
H 3.297169 -4.292800 1.970997  0.1174
H -2.758403 -3.358577 0.272669  0.0877
H -3.038364 -3.627685 2.054611  0.0941
H -3.282568 -1.315339 2.363109  0.1415
H -1.455565 -1.305747 2.315701  0.1239
C -1.412826 -7.073711 -1.310168  -0.0554
C -2.594189 -6.330099 -0.768114  -0.2324
N -3.522001 -5.744261 -0.341956  0.1326
H -1.361773 -6.949451 -2.392800  0.0815
H -0.495204 -6.687764 -0.863405  0.0704
H -1.504194 -8.135456 -1.076645  0.0792
C -2.779123 4.755571 -2.849585  -0.0615
C -1.563178 4.107994 -2.262517  -0.2552
N -0.605414 3.599508 -1.800927  0.1175
H -3.496236 4.982537 -2.058215  0.0575
H -2.499896 5.682101 -3.353348  0.0792
H -3.245632 4.083693 -3.571845  0.0751
C -1.969382 5.567175 1.873595  -0.0646
C -3.276596 5.677493 1.151878  -0.2485
N -4.302853 5.764304 0.581673  0.1077
H -1.911383 4.607998 2.390410  0.0762
H -1.145880 5.639140 1.160901  0.0598
H -1.880408 6.372413 2.604255  0.0770
C 2.451284 5.955702 -2.019159  -0.0724
C 1.277989 6.710433 -1.475777  -0.2615
N 0.353316 7.300864 -1.048629  0.1096
H 2.500678 6.076977 -3.102167  0.0782
H 3.373420 6.334315 -1.575540  0.0729
H 2.350172 4.895080 -1.783358  0.0683
C 5.945205 2.223812 0.614369  -0.0616
C 5.647922 1.212398 -0.449443  -0.2493
N 5.414370 0.417789 -1.285053  0.1321
H 5.671917 1.824457 1.592276  0.0747
H 7.009658 2.462618 0.611681  0.0796
H 5.374707 3.135054 0.429262  0.0762

Atoms 1-2, force components in eV/Å:
-0.683 -0.256 0.436
1.382 -0.165 -0.299

---

C8H10IO4 | ωB97M-V/def2-TZVPD

HOMO-LUMO gap, eV: 6.8
HOMO energy, eV: -3.680
E_tot, eV: -24743.4717
M, g mol⁻¹: 297.07
Charge: -1

Each line ends with the Löwdin charge.
Atoms and positions in Å:
C -0.102960 3.614181 -1.637615  0.0137
C 0.200882 2.804603 -0.642996  -0.1602
C -0.206476 -0.661226 -0.157928  -0.3293
C -1.299251 0.724492 0.795331  -0.4373
C -0.758705 -1.235259 -1.308242  -0.5711
C 0.316095 -3.438675 0.947944  -0.0334
C -0.160633 2.752832 0.822116  -0.2490
C 1.140175 -2.435088 0.068606  -0.2112
O 0.091266 -0.302159 -1.706386  0.0979
O -1.437092 -2.068466 -1.847621  0.0931
O 0.862076 -1.117099 0.469485  -0.0582
O -0.301521 1.477456 1.363753  -0.3224
I -1.962214 -0.713516 2.451857  0.4886
H 0.382501 3.470548 -2.519224  0.0129
H -0.855519 4.425998 -1.339753  0.0871
H 0.942205 2.094136 -0.679387  0.0753
H -0.557457 -3.532149 0.458590  0.0233
H 0.916841 -4.402396 0.970233  0.1048
H 0.160478 -2.865609 1.754867  -0.0187
H -1.066366 3.298841 0.909614  0.1024
H 0.593142 3.132254 1.410643  0.1009
H 0.912827 -2.509925 -0.909052  0.0693
H 2.189708 -2.513775 0.325164  0.1216

Atoms 1-2, force components in eV/Å:
-2.494 1.321 4.022
0.194 0.153 1.505

---

C5H8P2 | ωB97M-V/def2-TZVPD

SMILES string: C=C/C=C\C=P#[PH2]
HOMO-LUMO gap, eV: 7.4
HOMO energy, eV: -8.105
E_tot, eV: -23888.4886
M, g mol⁻¹: 130.07

Each line ends with the Löwdin charge.
Atoms and positions in Å:
C -1.693986 0.761890 -0.252780  -0.1105
C -0.638736 1.375717 0.317091  -0.2236
C -1.734682 -0.671571 -0.451532  -0.2538
C 0.670510 0.941602 0.582377  -0.5047
C -1.559748 -1.519626 0.547376  -0.0578
P 1.178042 -0.633675 0.225365  0.6699
P 3.255073 -0.017980 -0.248831  0.4683
H -2.441477 1.374804 -0.580340  0.0751
H -0.773768 2.321781 0.723730  0.0782
H -2.046907 -0.982449 -1.423020  0.0948
H 1.387122 1.704944 0.572283  -0.0043
H -1.285016 -1.103463 1.523135  0.0727
H -1.575431 -2.587270 0.234705  0.0841
H 3.222994 0.110584 -1.686878  -0.1478
H 4.036015 -1.075287 -0.082684  -0.2406

Atoms 1-2, force components in eV/Å:
2.524 -1.079 1.108
-1.491 -0.326 0.883